*P*
The following is a DFT calculation (wB97M-V/def2-TZVPD) of the ion C4H12N3 with charge +1.

Results
HOMO energy, eV: -13.045
SMILES: C/C=[NH+]/NCNC
Orbital gap, eV: 8.75
LUMO, Eh: -0.1579

ORCA input file:
```
! wB97M-V def2-TZVPD RIJCOSX def2/J DEFGRID3
* xyz 1 1
C 1.50 -3.26 0.35
C 1.26 -1.84 0.59
N 0.42 -1.16 -0.13
N -0.06 0.08 0.19
C -1.44 0.90 -0.11
N -1.35 2.33 0.01
C -0.56 3.19 -0.80
H 2.46 -3.37 0.03
H 1.49 -3.94 1.24
H 0.75 -3.84 -0.28
H 1.60 -1.50 1.60
H 0.03 -1.42 -1.02
H 0.11 0.08 1.19
H -1.72 0.81 -1.23
H -2.22 0.34 0.51
H -1.35 2.44 1.02
H 0.22 2.54 -1.37
H -1.13 3.78 -1.61
H -0.03 3.82 -0.16
*
```

---

*Q*
The following is a DFT calculation (wB97M-V/def2-TZVPD) of the ion C4H12N3 with charge +1.

Results
HOMO energy, eV: -13.378
SMILES: CC(C)=[NH+]CNN
Orbital gap, eV: 9.50
LUMO, Eh: -0.1424

ORCA input file:
```
! wB97M-V def2-TZVPD RIJCOSX def2/J DEFGRID3
* xyz 1 1
C -0.98 0.90 0.99
C -0.95 -0.17 -0.02
C -2.05 -0.33 -1.03
N -0.07 -1.09 0.13
C 1.26 -0.84 0.76
N 2.13 -0.26 -0.12
N 1.64 1.05 -0.57
H -0.53 0.61 1.92
H -2.00 1.21 1.26
H -0.57 1.91 0.56
H -2.32 0.67 -1.30
H -2.91 -0.65 -0.57
H -1.75 -0.75 -1.87
H -0.01 -1.95 -0.36
H 1.02 -0.38 1.62
H 1.59 -1.91 1.08
H 2.39 -0.85 -0.90
H 1.91 1.17 -1.54
H 2.19 1.67 -0.04
*
```

---

Computed stability ranking, most favorable first: *Q*, *P*